ORCA calculation (ωB97M-V/def2-TZVPD) on 2 unconnected molecules or ions with the total composition C4H11NO3.

The geometry in XYZ format:
```
19
Properties=species:S:1:pos:R:3:forces:R:3:lowdin_charge:R:1
C -0.22325 0.05756 -0.57451 -0.46 3.90 -3.55 -0.224
O 0.74909 -0.70761 2.67156 0.48 -0.08 3.64 0.068
H 1.28689 -0.72962 0.54788 1.84 -0.82 -0.09 0.109
H -1.08052 0.85476 -0.50902 1.01 -1.92 0.76 0.131
C -0.70977 -1.03139 -1.63184 1.83 1.24 1.73 -0.225
C -1.43433 0.33469 2.16773 1.46 2.37 -1.78 0.016
H 2.52054 1.46458 -1.43349 -0.25 0.54 0.04 0.016
H -1.24290 -1.80847 -1.14331 -1.00 -0.46 0.53 0.102
C -0.02486 -0.16165 1.95222 0.50 -1.27 -4.04 -0.501
H 2.40004 1.99124 0.12345 0.78 -1.74 -2.22 0.098
O 0.35206 -1.67347 -2.31376 0.24 -0.05 0.60 -0.057
H -1.41915 1.32533 2.69654 -0.06 -0.51 -1.06 0.108
O 2.75826 1.28131 -0.52528 -0.26 1.25 2.17 -0.097
H 0.45169 0.88604 -1.16108 -0.99 -2.34 0.73 0.128
H 0.23011 -1.36343 -3.19384 0.52 -0.01 -1.18 0.060
H -1.26260 -0.47354 -2.35219 -1.00 0.27 -0.33 0.099
N 0.43536 -0.27371 0.61848 -3.46 1.45 0.55 0.037
H -1.97212 0.29616 1.17101 0.34 0.33 1.69 0.089
H -1.81453 -0.26877 2.88945 -1.52 -2.15 1.82 0.040
```
Positions in Å, forces in eV/Å.

Total charge: 0
HOMO-LUMO gap (eV): 9.54
ΔE to the lowest compared entry with this formula, charge and spin (kcal/mol): 63.9
SMILES: CC(=O)NCCO.O

ORCA calculation (ωB97M-V/def2-TZVPD) on 2 unconnected molecules or ions with the total composition C4H11NO3.

The geometry in XYZ format:
```
19
Properties=species:S:1:pos:R:3:forces:R:3:lowdin_charge:R:1
O -1.86966 0.52456 2.80361 0.04 0.25 0.34 -0.052
H -1.47935 1.27578 -1.15770 -0.30 0.48 0.07 0.101
N 1.13452 -0.75981 -0.83715 -0.70 1.21 0.06 0.093
H 0.16902 1.59967 -1.71964 -0.15 -0.93 -1.03 0.098
H 1.17185 1.79780 0.45737 -0.74 0.14 0.03 0.089
O 0.57863 -2.82848 -0.13306 -1.06 1.19 0.24 0.069
C -0.43154 1.13983 -0.94057 1.64 0.88 1.66 -0.228
H -0.95630 -0.86070 -1.23843 0.09 -0.73 -0.14 0.113
H -1.81668 -0.43113 2.88969 -0.04 -0.01 -0.26 0.039
H 1.74850 -0.10007 -1.29485 0.14 -0.38 0.25 0.157
H 0.69847 -3.75507 -0.37228 0.82 0.34 0.02 0.119
H -0.52697 1.83129 1.06494 -0.44 0.18 1.67 0.016
C 0.10564 2.02946 0.25687 -0.04 -0.46 -2.55 -0.078
O 2.67552 -2.45740 -0.77852 0.26 0.93 -0.11 0.071
H -0.00273 3.04226 -0.13534 0.18 0.21 0.70 0.072
C -0.23966 -0.33239 -0.62635 -0.31 0.39 0.77 -0.206
H -0.52983 -0.47610 0.46315 0.34 -0.04 -1.25 0.127
H -2.00839 0.74215 1.87926 -0.10 -0.31 -0.03 0.008
C 1.57896 -1.98164 -0.58100 0.39 -3.35 -0.44 -0.607
```
Positions in Å, forces in eV/Å.

Total charge: 0
HOMO-LUMO gap (eV): 10.58
ΔE to the lowest compared entry with this formula, charge and spin (kcal/mol): 22.9
SMILES: CCCNC(=O)O.O

ORCA calculation (ωB97M-V/def2-TZVPD) on a molecular structure, C4H11NO3.

The geometry in XYZ format:
```
19
Properties=species:S:1:pos:R:3:forces:R:3:lowdin_charge:R:1
H -0.74899 -0.56423 -2.15761 0.02 0.01 0.15 0.095
H 2.38792 -0.99229 -0.40828 0.04 0.04 0.01 0.071
C -1.30849 -0.03056 -1.38926 -0.15 0.12 0.21 -0.021
N -0.40143 1.20251 0.55100 -2.31 -0.82 1.81 0.051
H 0.32055 -1.99072 -0.15457 -0.06 0.10 -0.02 0.093
O -2.03335 0.53370 1.13056 0.76 1.22 0.07 -0.127
H -2.62438 1.14045 0.65991 0.08 -0.02 0.14 0.044
C -0.24145 -1.36314 0.53874 -0.02 0.20 0.12 -0.013
H 0.58099 2.03907 1.85899 -0.16 -0.13 0.06 0.138
H -2.27103 -0.51897 -1.23253 0.06 0.02 0.02 0.090
H -1.19067 -1.84781 0.76636 0.04 0.07 -0.04 0.094
H 0.32501 -1.26530 1.46253 -0.02 0.06 -0.06 0.089
O 0.36201 1.11246 1.67516 -0.46 0.08 -0.90 0.018
H 3.08287 0.55179 -0.93665 -0.15 -0.03 0.00 0.082
H 2.41930 0.39772 0.69912 0.04 -0.06 -0.05 0.069
H -1.47048 0.98918 -1.74015 0.05 -0.04 0.08 0.095
C -0.51246 -0.03374 -0.11051 3.50 0.18 -1.89 -0.454
C 2.27272 0.09963 -0.35057 -0.10 -0.13 0.20 -0.193
O 1.05136 0.54027 -0.86223 -1.14 -0.87 0.11 -0.223
```
Positions in Å, forces in eV/Å.

Total charge: 0
HOMO-LUMO gap (alpha / beta) (eV): 9.33 / 9.33
ΔE to the lowest compared entry with this formula, charge and spin (kcal/mol): 161.3

ORCA calculation (ωB97M-V/def2-TZVPD) on 2 unconnected molecules or ions with the total composition C4H11NO3.

The geometry in XYZ format:
```
19
Properties=species:S:1:pos:R:3:forces:R:3:lowdin_charge:R:1
C -1.30447 1.43767 -0.18901 -3.04 -3.24 -0.97 -0.020
H -2.15947 1.99228 -0.59415 0.43 0.26 0.32 0.074
H -1.15566 0.54139 -2.33277 0.53 -0.77 1.95 0.185
H -1.64133 0.89936 0.73059 0.20 0.75 -0.50 0.083
H -0.41773 1.95430 -0.01286 1.62 1.22 -0.07 -0.002
C -1.03046 0.17616 -1.22287 0.70 -0.98 2.12 -0.293
H 0.67160 0.39300 1.26825 -0.86 0.50 -0.19 0.157
O -0.45730 -1.39502 1.23511 1.64 1.63 -1.19 0.057
N -1.90548 -1.07681 -0.93941 2.85 1.80 1.83 0.043
H 2.50319 -0.74082 1.53371 -1.72 -0.38 -1.23 0.138
C 0.51722 -0.61915 0.83644 2.11 -1.03 1.67 -0.463
H -2.86896 -0.79135 -0.82392 -0.28 0.20 -0.12 0.053
C 0.41690 -0.29248 -0.79230 -0.58 1.18 -2.28 -0.027
O 1.88392 -1.13623 0.84463 -0.35 -0.34 1.12 -0.045
H 1.31960 0.45452 -0.77953 -1.68 -0.58 -0.15 0.131
O 1.57348 2.33194 0.01386 -3.67 -2.80 -0.45 -0.207
H 0.64467 -1.26073 -1.25461 0.05 0.14 0.31 0.119
H 2.30080 2.85521 0.12688 3.30 2.09 0.50 -0.109
H -1.45424 -1.37818 0.17192 -1.23 0.35 -2.68 0.124
```
Positions in Å, forces in eV/Å.

Total charge: 0
HOMO-LUMO gap (eV): 4.25
ΔE to the lowest compared entry with this formula, charge and spin (kcal/mol): 231.9

ORCA calculation (ωB97M-V/def2-TZVPD) on 2 unconnected molecules or ions with the total composition C4H11NO3.

The geometry in XYZ format:
```
19
Properties=species:S:1:pos:R:3:forces:R:3:lowdin_charge:R:1
H 2.01647 -2.59919 0.54613 -0.18 0.14 0.13 0.077
H 0.81240 1.63351 1.69473 -0.11 0.12 -0.21 0.095
C -2.26016 1.02418 -0.54807 -0.31 -0.30 -0.09 -0.072
O -0.12308 -2.28675 -0.79606 -0.59 0.20 -0.77 -0.067
O 0.36567 0.70222 -1.42009 -0.41 0.26 1.80 0.090
H -2.75261 0.05264 -0.44820 0.01 0.10 -0.14 0.093
H 2.04471 -1.20012 -0.24865 -0.03 0.10 0.14 0.064
C 0.22252 -1.70458 0.43482 -1.65 0.73 0.78 -0.378
H 1.29250 2.73058 0.36354 -0.09 -0.09 -0.04 0.100
O -1.15518 1.06158 0.35840 2.33 0.81 -1.69 -0.143
H 2.10496 1.15708 0.60591 -0.03 0.18 -0.14 0.083
H -0.42964 -0.72305 0.59258 2.20 -2.11 -0.21 0.125
H 0.01058 -1.59423 -1.46779 -0.14 -0.34 0.17 0.073
N 1.65102 -1.64947 0.57563 0.29 0.64 0.23 0.028
H -0.18989 -2.33336 1.23093 0.25 -0.28 -0.21 0.117
C 1.15353 1.68929 0.65983 0.30 -0.76 0.38 0.017
H -2.96501 1.81208 -0.27118 0.16 -0.10 0.17 0.089
C 0.17681 1.04274 -0.27032 -2.21 0.87 -0.54 -0.478
H -1.97559 1.18484 -1.59215 0.21 -0.14 0.24 0.089
```
Positions in Å, forces in eV/Å.

Total charge: 0
HOMO-LUMO gap (eV): 10.46
ΔE to the lowest compared entry with this formula, charge and spin (kcal/mol): 45.5
SMILES: COC(C)=O.NCO

ORCA calculation (ωB97M-V/def2-TZVPD) on a molecular structure, C4H11NO3.

The geometry in XYZ format:
```
19
Properties=species:S:1:pos:R:3:forces:R:3:mulliken_spin:R:1
H -1.45269 -2.75079 0.49801 1.02 -0.47 0.30 0.000
H -0.83554 -0.29755 1.75079 0.68 -2.16 -0.91 0.001
C -0.01803 1.14065 -0.56695 -0.31 -0.77 2.46 -0.042
H -0.46473 1.14956 1.44344 0.24 0.24 0.38 -0.006
H 2.00539 -1.38925 -1.67666 -0.32 1.65 -0.28 0.003
O -0.45140 2.03278 -1.27535 -0.05 0.17 -1.36 0.781
O 0.20786 1.59394 0.64407 -0.04 -0.41 -0.88 0.169
H 0.81588 -1.14716 0.78283 -0.16 0.16 0.19 -0.002
C 0.21811 -0.37891 -0.94538 -3.15 -0.30 -0.91 0.033
H -1.91298 0.39462 2.39511 -3.28 0.57 0.64 0.000
H -0.64681 -0.61663 -1.68134 1.76 0.29 0.75 0.001
C -0.36658 -2.66094 0.26953 -0.92 -0.92 -2.33 0.007
N -0.06567 -1.20208 0.27075 2.33 1.13 -0.21 0.035
H -0.21948 -3.24091 -0.71335 -0.21 1.41 0.90 0.001
C 1.64842 -0.32245 -1.48942 -0.89 -0.78 -1.32 0.014
H 2.16903 0.07077 -0.66041 1.38 0.45 0.79 0.003
H 1.68976 0.45333 -2.34658 0.20 -1.73 1.10 -0.002
O -0.99785 0.41306 2.35762 2.37 1.09 0.17 0.004
H 0.35154 -3.19972 0.89542 -0.66 0.38 0.54 0.001
```
Positions in Å, forces in eV/Å.

Total charge: +1
HOMO-LUMO gap (alpha / beta) (eV): 10.78 / 6.01
ΔE to the lowest compared entry with this formula, charge and spin (kcal/mol): 61.2
Spin multiplicity: 2

| no. | largest force on an atom (eV/A) |
| --- | --- |
| 1 | 5.29 |
| 2 | 3.40 |
| 3 | 3.98 |
| 4 | 4.63 |
| 5 | 3.06 |
| 6 | 3.39 |